Run P
# C6H14N2

An isolated molecule of C6H14N2 (ωB97M-V/def2-TZVPD, the OMol25 dataset).

Properties
E_LUMO: 0.0437 hartree
SMILES string: C[C@@H]1[C@@H](C)N(N)[C@H]1C

```
! wB97M-V def2-TZVPD RIJCOSX def2/J DEFGRID3
* xyz 0 1
N 2.3165 0.2224 0.8585
N 1.2565 0.1782 -0.0166
C -0.8241 -0.1047 -0.0920
C 0.3506 -1.0184 0.1033
C 0.0292 2.1569 -0.8470
C -2.0099 -0.4404 0.8246
C 0.7639 -2.1959 -0.8745
C 0.1246 1.0768 0.0918
H -2.1691 -1.3942 0.6146
H 1.7331 -2.5119 -0.7200
H 0.2003 1.8825 -1.7752
H -1.0881 2.5558 -0.6409
H 3.2349 0.6044 0.5089
H 0.3787 -1.3764 1.1999
H 0.0423 -2.9625 -0.7213
H -1.2523 -0.2717 -1.1356
H 2.1790 0.7661 1.8354
H 0.7214 2.9663 -0.7289
H -1.7245 -0.4194 1.8404
H 0.7283 -2.0022 -1.8533
H 0.0864 1.4071 1.1072
H -2.8472 0.2348 0.7732
*
```

Run Q
# C6H14N2

An isolated molecule of C6H14N2 (ωB97M-V/def2-TZVPD, the OMol25 dataset).

Properties
E_LUMO: 0.0343 hartree
SMILES string: C=C(C)[C@@](C)(N)CN

```
! wB97M-V def2-TZVPD RIJCOSX def2/J DEFGRID3
* xyz 0 1
N -1.6792 0.5126 -0.8931
N 1.0513 -1.3840 -1.8817
C 0.2218 0.8490 0.7263
C -0.9074 -1.4302 0.3247
C 1.4411 0.3052 1.4645
C 0.5621 -0.1091 -1.4556
C -0.4692 -0.0950 -0.2935
C -0.5112 1.7897 1.4248
H -1.5768 1.9294 1.2931
H -0.0674 2.3582 2.2373
H 1.0868 0.9704 -0.8984
H -2.4286 0.5057 -0.2071
H -0.0673 -1.9688 0.7717
H 1.6799 -1.3186 -2.6760
H -1.5111 1.4998 -1.0759
H 2.1046 1.1365 1.7212
H 0.2774 -2.0185 -2.0734
H 0.6428 0.4390 -2.4037
H 1.1533 -0.2133 2.3834
H -1.6687 -1.2846 1.0980
H -1.3484 -2.0818 -0.4371
H 2.0143 -0.3916 0.8504
*
```

Which structure is most stable? run P, by 34.0 kJ/mol over the runner-up.

Run P
# C6H14N2

An isolated molecule of C6H14N2 (ωB97M-V/def2-TZVPD, the OMol25 dataset).

Properties
E_LUMO: 0.0400 hartree
SMILES string: C[C@H](N)CC/C=C/N

```
! wB97M-V def2-TZVPD RIJCOSX def2/J DEFGRID3
* xyz 0 1
N 1.2630 -1.1789 -2.0366
N -0.6293 -0.8846 3.7613
C -0.7000 0.0770 -1.1724
C 0.8181 -0.0374 -1.2545
C -1.2831 -0.4346 2.5597
C 1.4310 1.3195 -1.6637
C -0.6362 -0.2560 1.4142
C -1.3464 0.3458 0.2103
H -1.3541 1.4169 0.3483
H 2.2413 -1.2652 -2.0894
H -1.1225 -0.8699 -1.5291
H -0.2866 -1.8404 3.7150
H -1.0154 0.8443 -1.8735
H 0.0640 -0.2377 4.0689
H 1.2327 -0.2562 -0.2800
H 0.4127 -0.4574 1.2834
H 0.9865 1.5889 -2.6182
H -2.3999 0.0501 0.2187
H 1.2242 2.1102 -0.9518
H -2.3342 -0.1618 2.6244
H 2.5070 1.2246 -1.7436
H 0.9272 -1.0972 -2.9912
*
```

Run Q
# C6H14N2

A cluster of 3 separate species, C6H14N2 in total (ωB97M-V/def2-TZVPD, the OMol25 dataset).

Properties
E_LUMO: -0.1295 hartree

```
! wB97M-V def2-TZVPD RIJCOSX def2/J DEFGRID3
* xyz 0 1
N -3.6091 -0.9149 -0.0524
N -2.6574 1.3698 0.0678
C 2.5258 0.6657 1.0986
C 3.9982 -0.8634 -0.3671
C 0.0159 -0.6181 -0.9858
C 3.5733 -0.2139 0.7732
C -0.6461 0.5093 -1.3369
C -2.7479 0.0759 0.7234
H 4.2964 -0.5919 1.5150
H 3.4643 -0.8286 -1.3245
H -4.5962 -0.6858 0.1260
H 2.2463 1.3465 0.2917
H -0.4345 1.4674 -0.7887
H 5.0388 -1.2010 -0.4114
H -0.5142 -1.4451 -0.6056
H 2.4503 1.0587 2.0781
H -3.1912 0.0631 1.7417
H -1.7650 -0.4510 0.7723
H -3.4136 -0.7610 -1.0084
H -1.5522 0.5688 -1.9691
H -3.5127 1.8580 0.2808
H 1.0306 -0.4086 -0.6187
*
```

Which structure is most stable? run P, by 857.6 kJ/mol over the runner-up.

Run P
# C6H14N2

A cluster of 3 separate species, C6H14N2 in total (ωB97M-V/def2-TZVPD, the OMol25 dataset).

Properties
E_LUMO (spin up / spin down): 0.0304 / 0.0300 hartree

```
! wB97M-V def2-TZVPD RIJCOSX def2/J DEFGRID3
* xyz 0 1
N -0.4399 0.0889 -1.9512
N 0.2044 0.7514 0.2524
C 1.0131 -1.8560 1.6360
C 0.4270 0.1934 -0.9190
C 0.0537 -1.5962 0.5352
C -1.1114 1.1127 0.7514
C 0.9102 2.6260 -0.6559
C -0.8742 -2.4107 0.0677
H 2.0451 -1.7431 1.2905
H -1.9213 1.1782 0.0164
H -1.4056 0.3384 -1.8212
H 0.8766 -1.1409 2.4526
H 1.4584 -0.0259 -1.1704
H 0.9046 -2.8675 2.0559
H -1.5454 -2.1319 -0.7409
H -1.0209 2.0904 1.2272
H -0.0985 -0.2078 -2.8489
H 1.2113 3.0511 0.2939
H 1.7279 2.4730 -1.3535
H -1.0156 -3.4220 0.4663
H 0.0352 3.0887 -1.1024
H -1.4346 0.4097 1.5181
*
```

Run Q
# C6H14N2

An isolated molecule of C6H14N2 (ωB97M-V/def2-TZVPD, the OMol25 dataset).

Properties
E_LUMO: 0.0399 hartree
SMILES string: C=C[C@H](C)N[C@H](C)N

```
! wB97M-V def2-TZVPD RIJCOSX def2/J DEFGRID3
* xyz 0 1
N -0.5489 2.4049 0.1243
N 0.9349 0.5932 0.1075
C 0.8428 -0.7227 0.7502
C 0.0108 -0.6184 2.0267
C -0.7596 -2.4696 -0.1467
C -0.3050 1.1225 -0.5068
C -0.1567 1.3083 -2.0129
C 0.3662 -1.7815 -0.2141
H -1.0364 1.8135 -2.4024
H -0.0127 -1.5766 2.5394
H 1.0121 -1.9035 -1.0778
H -1.1476 0.4568 -0.2873
H -1.4793 -2.3275 0.6417
H -1.0119 -0.3205 1.8111
H -1.0753 -3.1132 -0.9529
H 1.6981 0.6030 -0.5607
H 1.8702 -0.9831 1.0418
H -0.7527 2.2722 1.1082
H -0.0281 0.3459 -2.5052
H 0.4557 0.1249 2.6837
H 0.7107 1.9302 -2.2345
H 0.4129 2.8411 0.0667
*
```

Which structure is most stable? run Q, by 533.1 kJ/mol over the runner-up.